1.
The following is a DFT calculation (ωB97M-V/def2-TZVPD) of a 10-piece molecular cluster, C30H78Br4Cl4N6O6 overall.

Summary:
E = -383855.86239 eV
HOMO = -0.3206 Ha
charge = 0
E_LUMO = 0.44 eV
spin multiplicity = 1
SMILES = COC[C@H](C)N.COC[C@H](C)N.COC[C@H](C)N.COC[C@H](C)N.COC[C@H](C)N.COC[C@H](C)N.BrCCBr.BrCCBr.ClCCl.ClCCl

Positions of all 128 atoms, in Å:
Br 29.30 1.91 -2.84
Br 28.49 -2.39 -1.06
Br 25.23 -0.12 -4.16
Br 25.21 -3.80 -7.03
Cl 26.47 -1.60 -10.84
Cl 23.89 -8.26 -8.15
Cl 22.29 -6.60 -9.82
Cl 27.59 1.03 -10.16
O 19.34 3.24 -4.49
O 22.55 -3.27 -0.70
O 25.36 3.17 -8.83
O 29.50 -8.88 -9.04
O 19.37 -6.12 -5.71
O 29.01 -1.96 -6.05
N 19.91 -3.78 -7.32
N 29.45 0.67 -5.97
N 20.11 -0.14 -3.09
N 25.71 -4.55 -2.22
N 27.56 2.82 -7.04
N 29.45 -6.40 -7.38
C 20.38 -3.99 -5.91
C 19.39 -4.83 -5.14
C 25.47 3.81 -7.56
C 27.06 -6.96 -6.93
C 29.27 -0.79 -1.92
C 23.92 -6.94 -9.29
C 19.37 4.34 -3.61
C 20.65 -2.64 -5.28
C 19.18 1.98 -3.84
C 24.71 -1.33 -5.63
C 18.07 -6.64 -5.96
C 26.29 3.38 -5.14
C 26.16 2.89 -6.57
C 28.46 -7.44 -7.35
C 29.60 0.07 -7.30
C 26.21 -0.09 -9.95
C 21.72 -4.16 0.06
C 29.65 -10.16 -8.41
C 21.46 1.04 -4.75
C 29.31 -3.33 -5.87
C 24.28 3.74 -9.55
C 30.75 0.82 -8.00
C 28.29 -8.21 -8.70
C 25.35 -2.94 -0.37
C 25.82 -2.37 -5.81
C 28.33 0.25 -2.48
C 24.81 -4.12 -1.12
C 23.40 -3.96 -1.62
C 20.46 1.21 -3.60
C 29.84 -1.44 -7.10
H 25.57 1.96 -6.55
H 19.56 -4.71 -7.55
H 24.27 -6.01 -8.85
H 24.40 3.44 -10.60
H 28.08 -7.52 -9.52
H 29.85 -9.99 -7.35
H 27.03 -6.67 -5.88
H 26.85 -6.09 -7.56
H 25.25 3.36 -4.80
H 18.42 -4.31 -5.08
H 28.75 -10.75 -8.59
H 19.09 -3.17 -7.28
H 20.92 -0.51 -2.61
H 24.48 4.14 -7.22
H 28.02 2.01 -6.63
H 21.44 -5.11 -0.40
H 18.55 2.09 -2.95
H 25.88 -2.89 -4.85
H 22.49 1.02 -4.37
H 24.81 -2.74 0.55
H 29.86 -0.27 -1.17
H 22.28 -4.41 0.97
H 26.35 -3.12 0.01
H 23.34 -3.32 -2.51
H 18.52 1.49 -4.57
H 23.32 3.38 -9.18
H 22.98 -4.88 -2.03
H 21.65 -2.25 -5.51
H 30.31 -3.54 -5.47
H 21.37 0.11 -5.30
H 26.64 4.41 -5.06
H 29.79 -2.03 -8.02
H 21.50 1.92 -5.40
H 26.59 -4.80 -1.78
H 30.48 -10.60 -8.96
H 18.14 -7.62 -6.42
H 28.53 -3.72 -5.20
H 29.89 -1.17 -2.73
H 17.57 -5.96 -6.66
H 31.51 1.07 -7.27
H 31.13 0.22 -8.84
H 24.70 -0.77 -6.56
H 29.33 -0.10 -5.31
H 24.83 -4.94 -0.38
H 25.37 0.45 -10.38
H 27.82 -0.07 -3.38
H 30.86 -1.47 -6.68
H 25.31 -5.45 -2.49
H 27.59 0.55 -1.75
H 28.85 -8.14 -6.61
H 29.19 -5.65 -8.03
H 26.26 -7.66 -7.15
H 24.34 4.83 -9.54
H 19.34 -0.09 -2.44
H 27.62 2.65 -8.04
H 27.50 -8.95 -8.55
H 20.94 1.65 -2.72
H 26.01 4.76 -7.67
H 19.89 -1.89 -5.52
H 19.70 -4.93 -4.09
H 29.26 -3.92 -6.79
H 20.17 4.35 -2.86
H 30.34 1.72 -8.46
H 30.27 -6.76 -7.87
H 23.77 -1.82 -5.41
H 21.32 -4.53 -6.04
H 24.52 -7.19 -10.16
H 18.42 4.46 -3.09
H 19.52 5.23 -4.23
H 26.01 -0.31 -8.91
H 26.76 -1.92 -6.09
H 20.65 -2.74 -4.19
H 20.88 -3.55 0.37
H 25.46 -2.06 -1.01
H 17.45 -6.73 -5.07
H 28.67 0.25 -7.86
H 30.27 1.17 -5.66
H 26.90 2.65 -4.62

---

2.
The following is a DFT calculation (ωB97M-V/def2-TZVPD) of one molecule with the formula C2H2ClFO.

Summary:
E = -19390.00845 eV
HOMO (alpha / beta) = -0.3385 / -0.3746 Ha
energy above the lowest of the compared OMol25 structures with the same formula, charge and spin = 68.96 kcal per mole
charge = 0
E_LUMO (alpha / beta) = -1.62 / -0.96 eV
spin multiplicity = 1

Positions of all 7 atoms, in Å:
Cl 1.78 -2.31 -0.87
F 2.33 -0.82 1.05
O 1.17 0.75 -1.03
C 1.36 -1.14 0.23
C 0.39 0.05 -0.21
H 0.09 0.59 0.71
H -0.49 -0.43 -0.67

---

3.
The following is a DFT calculation (ωB97M-V/def2-TZVPD) of C49H109F2NO7P3S2 as an isolated structure.

Summary:
E = -123323.85000 eV
HOMO = -0.3223 Ha
energy above the lowest of the compared OMol25 structures with the same formula, charge and spin = 1154.26 kcal per mole
charge = +1
E_LUMO = -1.92 eV
spin multiplicity = 1

Positions of all 173 atoms, in Å:
S -7.56 -19.81 -2.74
S -5.42 -19.64 -1.74
P -8.74 -19.60 2.77
P -8.68 -24.70 -0.82
P -13.71 -21.10 0.14
F -8.17 -19.73 -4.18
F -3.97 -19.01 -2.26
O -7.98 -21.13 -2.28
O -4.96 -20.83 -1.02
O -5.81 -18.54 -0.81
O -10.61 -20.76 0.67
O -8.57 -20.27 0.02
O -8.22 -18.65 -2.10
O -9.71 -21.56 -1.29
N -5.94 -19.70 -3.17
C -5.00 -20.29 0.76
C -15.54 -20.86 0.27
C -13.73 -22.28 -5.10
C -13.46 -21.23 3.05
C -10.62 -23.39 2.69
C -15.99 -19.41 0.44
C -9.33 -18.07 5.18
C -8.10 -26.38 -1.36
C -11.79 -22.02 5.89
C -11.39 -16.16 1.03
C -8.15 -18.81 4.43
C -9.12 -27.54 -1.34
C -13.65 -21.70 -2.67
C -5.12 -22.81 -0.24
C -8.45 -16.91 1.80
C -7.34 -23.50 -0.85
C -8.49 -28.75 -2.00
C -12.90 -19.46 -0.44
C -12.06 -23.85 2.30
C -6.24 -23.78 0.13
C -9.36 -18.22 1.72
C -8.77 -17.43 6.40
C -14.47 -22.16 3.72
C -12.48 -24.36 -3.98
C -11.38 -24.69 -1.63
C -15.00 -21.59 5.01
C -12.53 -18.46 0.71
C -9.68 -16.51 7.09
C -4.10 -20.82 1.98
C -11.46 -17.46 0.17
C -7.28 -20.53 1.98
C -9.26 -16.06 -0.61
C -9.39 -24.82 0.89
C -10.16 -20.71 3.11
C -12.55 -24.08 -2.42
C -9.80 -21.74 4.19
C -9.72 -23.40 1.45
C -13.31 -22.08 -1.29
C -9.65 -20.86 -0.11
C -10.01 -24.12 -2.02
C -9.18 -30.16 -2.03
C -3.95 -22.85 0.71
C -10.98 -22.59 4.72
C -18.19 -19.87 1.76
C -12.92 -21.77 1.67
C -6.29 -19.56 1.25
C -17.49 -19.25 0.52
C -9.07 -15.84 0.91
C -13.21 -22.74 -3.75
H -3.26 -22.01 0.66
H -12.65 -23.79 3.21
H -17.99 -19.25 2.63
H -12.26 -21.04 5.77
H -15.64 -21.45 1.18
H -12.56 -22.74 6.18
H -5.45 -21.77 -0.21
H -4.55 -19.49 0.17
H -7.73 -21.33 1.38
H -10.07 -18.82 5.44
H -12.49 -23.00 -2.28
H -8.50 -16.52 2.81
H -8.94 -22.64 1.50
H -6.00 -18.68 1.82
H -7.93 -16.76 6.21
H -13.49 -24.44 -2.00
H -11.19 -16.28 2.09
H -13.26 -23.00 -5.78
H -7.48 -28.93 -1.64
H -10.09 -25.64 1.04
H -12.32 -15.61 1.13
H -9.92 -15.63 6.49
H -13.09 -23.71 -4.61
H -15.99 -21.43 -0.55
H -8.60 -25.24 1.51
H -12.21 -24.74 1.68
H -15.34 -22.38 3.11
H -10.00 -15.44 1.30
H -10.03 -30.09 -2.71
H -5.87 -24.79 -0.04
H -4.23 -22.91 1.76
H -15.85 -22.22 5.24
H -11.86 -21.69 1.44
H -9.80 -15.22 -1.05
H -11.96 -19.79 -0.88
H -7.28 -26.56 -0.66
H -12.25 -18.93 1.65
H -7.40 -17.10 1.57
H -11.09 -21.83 6.70
H -12.58 -21.22 3.70
H -14.24 -21.73 5.79
H -13.54 -18.90 -1.12
H -12.59 -23.08 1.74
H -11.47 -24.31 -4.39
H -4.79 -22.83 -1.28
H -13.15 -22.83 1.57
H -10.54 -17.09 7.44
H -7.92 -22.62 -0.58
H -15.54 -19.11 1.39
H -17.89 -20.88 2.06
H -15.24 -20.53 4.95
H -9.59 -27.67 -0.36
H -17.82 -18.21 0.50
H -7.71 -26.31 -2.38
H -12.12 -22.68 -3.74
H -4.22 -21.89 2.14
H -9.24 -18.56 0.69
H -10.45 -22.40 3.12
H -9.62 -24.44 -2.99
H -6.90 -23.36 -1.84
H -14.74 -21.64 -2.67
H -9.16 -21.32 4.97
H -8.52 -18.18 7.15
H -13.87 -22.99 -1.07
H -10.57 -23.52 5.13
H -13.33 -20.71 -3.01
H -6.67 -23.74 1.13
H -5.22 -21.20 0.20
H -10.41 -18.17 2.04
H -6.69 -21.03 2.75
H -8.50 -14.93 1.13
H -10.37 -22.81 0.80
H -10.90 -19.97 3.41
H -7.31 -18.16 4.18
H -13.41 -21.29 -5.44
H -8.53 -30.92 -2.47
H -18.06 -19.70 -0.30
H -13.32 -17.74 0.96
H -11.48 -24.47 -0.56
H -6.69 -19.09 0.35
H -19.23 -19.94 1.44
H -11.39 -25.78 -1.63
H -7.74 -19.58 5.08
H -15.65 -18.77 -0.37
H -8.39 -28.37 -3.01
H -12.24 -22.23 -1.12
H -4.30 -20.33 2.93
H -8.27 -16.15 -1.05
H -10.58 -21.12 2.19
H -14.81 -22.39 -5.22
H -10.65 -15.45 0.64
H -3.04 -20.64 1.79
H -14.13 -23.17 3.97
H -11.63 -22.96 3.93
H -9.27 -16.03 7.98
H -9.97 -23.04 -2.13
H -11.77 -17.11 -0.81
H -9.67 -30.55 -1.14
H -8.86 -21.29 -1.64
H -9.82 -17.38 4.50
H -10.01 -23.94 3.41
H -9.99 -27.24 -1.94
H -13.63 -23.72 -3.55
H -12.80 -25.37 -4.24
H -13.71 -20.17 2.97
H -9.85 -16.91 -0.94
H -10.47 -17.91 0.12
H -9.12 -22.42 3.68
H -3.38 -23.77 0.61

---

4.
The following is a DFT calculation (ωB97M-V/def2-TZVPD) of a 10-piece molecular cluster, H20O10 overall.

Summary:
E = -20799.78613 eV
HOMO = -0.3600 Ha
energy above the lowest of the compared OMol25 structures with the same formula, charge and spin = 65.18 kcal per mole
charge = 0
E_LUMO = -0.24 eV
spin multiplicity = 1
SMILES = O.O.O.O.O.O.O.O.O.O

Positions of all 30 atoms, in Å:
O -20.43 -3.52 -6.31
O -20.39 -2.04 -8.53
O -16.59 0.52 -3.81
O -15.22 -2.39 -2.83
O -17.79 -1.71 -5.65
O -16.01 -1.93 -8.52
O -20.19 0.63 -6.73
O -17.80 0.33 -8.76
O -15.41 -4.69 -7.13
O -17.66 -4.31 -5.32
H -15.22 -2.23 -8.96
H -15.69 0.22 -3.66
H -19.62 -3.88 -5.94
H -20.53 1.50 -6.94
H -17.74 -5.09 -4.77
H -14.50 -4.79 -7.41
H -17.32 -0.50 -8.82
H -18.52 0.14 -8.16
H -21.09 -4.19 -6.15
H -17.03 -0.25 -4.19
H -15.43 -3.86 -6.66
H -17.60 -2.62 -5.42
H -15.79 -1.93 -7.59
H -19.67 -2.36 -9.07
H -15.01 -2.43 -1.89
H -17.05 -4.57 -6.01
H -20.30 0.55 -5.78
H -20.32 -2.53 -7.71
H -16.17 -2.27 -2.85
H -18.68 -1.74 -6.01